Entry 1:
Cl3F2NOP2 in the gas phase in a non-equilibrium geometry. Source: OMol25; level of theory: ωB97M-V/def2-TZVPD.

Output
LUMO = -0.018 hartree
net charge = 0
highest occupied orbital energy = -0.3540 Eh

Atoms and positions in Å:
N1 2.449 1.189 1.320
O1 -0.150 -0.290 1.058
F1 -1.052 -1.039 -1.300
F2 -2.355 -1.433 0.386
P1 1.712 0.467 0.322
P2 -1.264 -0.318 0.104
Cl1 0.763 1.262 -1.272
Cl2 2.080 -1.241 -0.532
Cl3 -2.183 1.403 -0.085

Entry 2:
10 unconnected molecules or ions with the total composition C6H31NO10 in a non-equilibrium geometry. Source: OMol25; level of theory: ωB97M-V/def2-TZVPD.

Output
SMILES = C=CC[C@H](CO)NC.O.O.O.O.O.O.O.O.O
LUMO = -0.004 hartree
net charge = 0
highest occupied orbital energy = -0.3043 Eh

Atoms and positions in Å:
C1 3.230 -2.402 1.387
C2 2.480 -2.735 0.260
C3 1.112 -3.170 0.302
C4 0.068 -1.884 0.363
C5 -1.400 -2.463 0.747
O1 -2.122 -1.338 0.942
N1 -0.086 -1.224 -0.919
C6 -0.824 0.077 -1.063
H1 4.219 -2.117 1.284
H2 2.916 -2.156 2.410
H3 2.849 -2.603 -0.764
H4 0.892 -3.747 -0.554
H5 0.857 -3.741 1.141
H6 0.497 -1.139 1.045
H7 -1.297 -3.291 1.401
H8 -1.759 -2.999 -0.163
H9 -2.877 -1.453 1.590
H10 -0.396 -1.905 -1.585
H11 -0.792 0.776 -0.153
H12 -0.410 0.562 -1.959
H13 -1.913 -0.038 -1.448
O2 1.101 4.466 -0.787
H14 0.309 4.357 -1.382
H15 0.674 4.299 0.109
O3 -2.571 -1.819 -3.625
H16 -2.652 -1.757 -2.685
H17 -2.774 -0.958 -3.755
O4 -1.929 2.604 -1.909
H18 -2.345 3.442 -2.195
H19 -2.305 2.257 -1.105
O5 2.649 0.203 -3.702
H20 1.718 0.061 -3.541
H21 2.866 0.574 -2.918
O6 -2.268 -0.697 4.132
H22 -2.500 -0.581 3.158
H23 -1.635 -1.375 4.334
O7 1.087 0.891 1.297
H24 1.313 0.835 0.235
H25 2.054 1.108 1.253
O8 -0.342 3.665 1.313
H26 -0.481 3.008 2.062
H27 -0.880 3.424 0.553
O9 -2.046 1.066 1.869
H28 -1.123 0.912 2.016
H29 -2.561 1.555 2.517
O10 3.023 2.096 -0.597
H30 3.966 2.369 -0.398
H31 2.408 2.986 -0.509

Entry 3:
A molecular structure, C15H23BN6SiW in a non-equilibrium geometry. Source: OMol25; level of theory: ωB97M-V/def2-TZVPD.

Output
⟨S²⟩ = 2.044
LUMO (alpha / beta) = -0.313 / -0.321 hartree
net charge = +2
highest occupied orbital energy (alpha / beta) = -0.5400 / -0.5661 Eh
spin multiplicity = 3

Atoms and positions in Å:
H1 0.255 -1.438 2.189
N1 -1.112 -1.174 0.575
B1 -3.251 -1.077 -0.873
N2 -2.471 -1.485 0.437
C1 -2.902 -2.086 1.559
W1 -0.084 -0.145 -1.209
H2 -3.935 -2.413 1.611
C2 -1.835 -2.203 2.442
H3 -1.868 -2.655 3.421
C3 -0.741 -1.602 1.809
H4 -4.405 -1.398 -0.875
C4 0.273 1.027 -2.854
H5 1.357 1.031 -2.633
H6 -0.069 1.988 -3.222
H7 0.203 0.183 -3.596
N3 -2.396 -1.803 -1.990
N4 -3.025 0.473 -0.957
N5 -0.980 -1.656 -2.167
N6 -1.724 1.013 -0.964
C5 -2.824 -2.760 -2.823
C6 -3.871 1.493 -0.807
H8 -3.887 -2.987 -2.894
H9 -4.907 1.238 -0.824
C7 -1.775 -3.211 -3.638
C8 -3.200 2.714 -0.888
C9 -0.630 -2.541 -3.187
C10 -1.860 2.374 -1.010
H10 -1.829 -3.930 -4.460
H11 -3.652 3.696 -0.851
H12 0.412 -2.639 -3.469
H13 -0.996 2.991 -1.055
H14 1.240 -1.172 -0.199
C11 3.218 3.092 2.493
Si1 3.556 1.278 2.119
C12 5.122 1.037 1.119
C13 3.720 0.367 3.784
C14 2.260 0.542 0.975
C15 1.519 -0.095 0.120
H15 4.091 3.509 3.023
H16 2.331 3.211 3.138
H17 3.084 3.647 1.552
H18 6.010 1.337 1.691
H19 5.215 -0.027 0.851
H20 5.057 1.650 0.209
H21 2.870 0.610 4.448
H22 3.786 -0.724 3.623
H23 4.652 0.720 4.260

Entry 4:
A molecular structure, C12H10O3 in a non-equilibrium geometry. Source: OMol25; level of theory: ωB97M-V/def2-TZVPD.

Output
LUMO = 0.010 hartree
net charge = 0
highest occupied orbital energy = -0.3409 Eh

Atoms and positions in Å:
C1 3.184 -0.115 -0.984
C2 2.767 -1.010 -0.011
C3 2.359 0.974 -1.223
C4 1.612 -0.737 0.756
C5 1.059 1.065 -0.673
C6 0.750 0.235 0.390
C7 -1.912 0.738 -1.015
C8 -2.431 -0.488 -1.156
C9 -1.448 1.315 0.259
C10 -2.390 -1.421 -0.024
C11 -1.537 -1.218 1.160
C12 -0.510 0.444 1.154
O1 -1.932 2.327 0.771
O2 -1.136 -2.055 0.094
O3 -0.371 0.873 2.431
H1 4.072 -0.177 -1.629
H2 3.430 -1.739 0.305
H3 2.719 1.495 -2.028
H4 1.377 -1.393 1.547
H5 0.405 1.892 -0.814
H6 -1.756 1.403 -1.890
H7 -2.752 -0.687 -2.163
H8 -3.221 -1.988 0.152
H9 -1.659 -1.538 2.264
H10 -0.678 1.804 2.325

How do the records compare in DFT total energy? In the order shown, they have -65119.2145, -28685.5504, -35230.5329, -18744.3789 eV.